[1]
58
Properties=species:S:1:pos:R:3:mulliken_charge:R:1 method="wB97M-V/def2-TZVPD" de_lowest_kj_mol=67.4 e_tot_ha=-2959.85856 e_homo_ev=-7.89 orbital_gap_ev=7.89
H -0.610 -2.910 2.710 0.224
S -2.576 1.898 0.888 -0.045
H 2.656 -3.069 2.893 0.550
C -1.928 -1.377 3.499 -1.076
H -1.824 -1.684 4.540 0.509
C 5.194 -0.971 3.615 0.010
S -0.815 0.026 3.182 0.234
H -2.294 -3.397 2.867 0.524
S -1.787 -2.243 0.822 0.195
C -3.098 1.588 2.595 -0.535
H -4.779 2.352 0.022 0.459
C 5.446 1.300 -0.291 -0.641
H -1.276 2.294 3.532 0.380
C -4.119 1.484 0.032 -0.590
C 5.975 -0.702 4.729 -0.706
C 3.875 -0.276 0.677 0.249
C 3.732 -0.856 -0.589 -0.028
H -3.707 -2.641 -1.346 0.473
C 3.414 0.346 4.533 -0.201
O 1.911 -4.061 0.242 -0.757
H 4.321 -0.844 -2.649 0.435
P 2.788 -0.792 2.073 0.511
C 4.439 -0.369 -1.683 -0.888
C -3.880 -1.722 -0.784 -1.067
H -4.103 -2.843 1.040 0.415
H 5.596 -1.586 2.817 0.298
C 4.195 0.623 5.654 -0.587
S -2.863 -0.459 -1.607 -0.032
C -1.638 -2.569 2.590 -0.621
H 6.084 0.310 6.622 0.372
H -2.955 -1.040 3.361 0.376
H -2.295 1.315 4.566 0.451
H -3.718 0.692 2.592 0.138
H -3.719 2.414 2.946 0.480
C -1.919 1.411 3.546 -1.070
H 3.078 -1.713 -0.731 0.278
H -3.867 -1.107 1.301 -0.353
H -4.848 0.844 -1.881 0.421
C 1.812 -3.048 0.917 -0.204
H -3.374 1.785 -1.984 0.387
H 6.119 2.139 -0.165 0.385
H 4.871 1.289 1.770 0.380
H 3.800 1.244 6.449 0.402
C -3.559 -1.961 0.693 -0.127
H 2.408 0.744 4.459 0.305
C 5.297 0.710 -1.540 -0.477
C -3.883 1.015 -1.401 -0.864
H -4.617 0.699 0.600 0.253
C 4.740 0.816 0.803 -0.697
H 3.876 -3.000 1.612 0.450
Cs 0.406 -0.012 0.063 1.324
C 3.902 -0.451 3.501 -0.322
C 5.474 0.098 5.752 -0.411
O 0.871 -2.164 0.881 -0.276
H 5.850 1.085 -2.392 0.380
H -4.929 -1.453 -0.921 0.482
H 6.974 -1.114 4.802 0.393
C 2.899 -2.633 1.920 -0.544

---

[2]
44
Properties=species:S:1:pos:R:3:mulliken_charge:R:1 method="wB97M-V/def2-TZVPD" de_lowest_kj_mol=545.8 e_tot_ha=-1104.46244 smiles="CC(=O)NCCN(C)C(=O)c1nn(C)c2c1COc1ccccc1-2" e_homo_ev=-8.28 orbital_gap_ev=8.97
N 1.130 0.978 -1.891 0.678
H -3.159 1.897 2.395 0.293
H 1.645 1.469 2.321 0.416
H 2.155 1.563 -3.676 0.393
C 1.464 0.945 0.223 0.714
H -2.749 -0.058 -1.121 0.448
C 3.561 1.203 -0.909 0.723
H -6.043 -3.012 1.773 0.260
C 5.718 1.186 -2.012 -0.816
C 6.261 1.632 -0.823 -0.252
C 5.531 1.834 0.283 -0.643
H -5.038 -4.128 2.685 0.357
H -4.346 0.660 1.929 0.374
H 0.344 1.517 -3.721 0.309
H 1.323 0.022 -3.759 0.309
O -4.497 -3.781 -0.400 -0.631
C 4.341 0.979 -2.060 -0.592
C 2.141 1.000 -0.943 0.163
H -4.163 -0.290 0.069 0.337
H 6.051 2.081 1.198 0.418
C -2.564 -1.731 0.057 -0.611
H -3.010 0.145 2.837 0.345
C -4.380 -3.440 0.755 0.774
H 2.557 0.131 1.836 0.257
H -5.787 -4.885 1.334 0.277
O 3.354 1.828 1.420 -0.532
N -2.491 0.572 0.912 0.125
C -1.079 0.995 0.939 0.170
C 2.223 1.084 1.532 -0.426
H 7.363 1.950 -0.686 0.233
N -3.389 -2.509 0.993 -0.209
C -3.357 0.891 2.073 -1.077
C 4.145 1.695 0.290 -0.012
H -2.480 -2.284 -0.878 0.335
N -0.138 0.922 -1.439 -0.856
C -3.056 -0.295 -0.137 -0.723
C -5.427 -3.891 1.686 -1.053
H -1.530 -1.625 0.423 0.367
H 3.928 0.646 -3.001 0.375
H 6.329 0.877 -2.876 0.354
O -0.713 1.663 1.909 -0.640
H -3.438 -2.214 1.970 0.183
C 0.000 0.785 -0.170 0.110
C 1.271 0.993 -3.343 -1.025

---

[3]
12
Properties=species:S:1:pos:R:3:mulliken_charge:R:1 method="wB97M-V/def2-TZVPD" de_lowest_kj_mol=194.4 e_tot_ha=-968.57464 smiles=NCO.SS e_homo_ev=-8.83 orbital_gap_ev=7.94
H 2.458 5.634 3.673 0.170
H -1.950 -1.615 0.367 0.179
H -0.977 -2.229 -2.026 0.290
H 0.075 -2.782 -0.526 0.232
H -2.093 -4.206 -1.890 0.294
H -2.917 -2.229 -0.759 0.178
H 3.957 6.288 1.278 0.170
C -0.918 -2.796 -1.141 -0.136
S 2.183 5.024 2.419 -0.222
O -1.122 -4.054 -1.664 -0.527
N -2.027 -2.345 -0.293 -0.511
S 3.331 5.309 0.561 -0.118

---

[4]
76
Properties=species:S:1:pos:R:3:mulliken_charge:R:1 method="wB97M-V/def2-TZVPD" charge=+2 e_tot_ha=-3020.30714 e_homo_ev="-11.02 / -13.29" orbital_gap_ev="5.63 / 4.56" spin_multiplicity=6 s_squared=8.871
C 3.507 0.157 -3.085 0.745
C 2.078 0.021 -2.995 -0.964
C 1.240 2.073 4.433 -0.602
H -1.933 3.409 -1.484 0.624
C 2.446 -1.505 0.263 0.954
S -4.090 -1.860 2.337 -0.169
O 0.112 0.838 0.665 -0.243
C 0.864 2.578 2.075 0.668
C -2.846 -0.575 1.660 0.153
C -2.321 2.673 -0.741 -0.361
C 3.326 0.830 -5.400 -0.540
C 4.115 0.543 -4.241 -0.646
C 1.101 1.667 3.110 -0.467
H -1.763 0.073 -2.672 0.396
C 1.108 -1.877 0.552 0.357
H -1.250 0.626 2.565 0.094
H -1.599 -0.908 3.390 0.578
H -2.669 0.438 3.609 0.571
H 0.210 0.298 -4.084 0.319
N -2.066 -1.318 0.650 0.775
C 3.509 -1.995 1.055 -0.766
C 0.667 1.945 0.745 0.723
H 3.839 1.182 -6.294 0.424
H -0.152 -3.120 1.744 0.344
C -2.042 -0.044 2.854 -1.821
N -3.994 2.967 3.688 -0.546
C 1.904 0.653 -5.365 -0.844
N 1.627 -0.460 -1.762 0.652
C -3.667 0.645 0.932 0.532
C 1.014 2.835 -0.429 -1.488
C 3.295 -2.930 2.063 -0.924
H -4.151 -3.985 1.113 0.497
C -2.499 -4.397 -1.433 -0.340
H 1.807 -4.004 3.089 0.478
C 0.835 -3.502 -3.142 -0.942
H -3.393 -4.957 -1.156 0.408
C -2.828 2.995 0.513 -0.209
C -2.637 -2.510 0.358 -0.108
H 0.771 -2.972 -4.076 0.316
H 1.598 -2.940 -2.531 -0.065
H 4.518 -1.603 0.903 0.425
H 0.959 5.438 3.908 0.434
H 1.335 2.273 -1.333 -0.029
C 1.176 3.461 4.723 -0.608
H 4.078 -3.445 2.557 0.496
H 1.825 3.495 -0.053 0.684
C 0.891 -2.748 1.646 -0.366
C -3.404 2.061 1.360 -0.113
H 1.220 -4.507 -3.356 0.523
C -3.814 2.552 2.612 -0.168
C 1.969 -3.214 2.411 -0.927
H 0.661 4.670 1.593 0.463
H 1.124 0.638 2.758 0.576
S 4.255 -0.256 -1.546 -0.315
H 0.144 3.485 -0.727 0.214
C 1.009 4.373 3.671 -0.609
S -1.478 -4.835 -2.760 -0.122
C 2.660 -0.681 -0.934 0.120
C -2.079 -3.253 -0.820 -0.050
C 1.290 0.291 -4.144 -0.178
H -4.741 0.396 1.061 0.888
C -2.284 1.296 -0.977 0.016
C -0.421 -3.503 -2.435 0.391
H -2.663 4.025 0.872 0.518
H -0.444 1.267 -2.093 0.536
N -0.845 -2.768 -1.416 0.950
C 0.864 3.951 2.372 -0.497
H 1.492 1.395 5.234 0.489
H 1.305 0.957 -6.199 0.462
H 1.312 3.826 5.760 0.407
C -3.644 -3.046 1.178 -0.753
C -3.323 0.527 -0.495 -1.251
H -3.605 -0.383 -1.080 0.496
Ir -0.323 -0.911 -0.628 1.431
C -1.272 0.611 -1.811 -1.555
H 5.181 0.576 -4.386 0.460